{"formula": "C12H12F4O12", "method": "ωB97M-V with the def2-TZVPD basis set", "largest_force_ev_per_a": 1.09, "spin_multiplicity": 1, "charge": 0, "smiles": "O=C1OC[C@@H](F)O1.O=C1OC[C@@H](F)O1.O=C1OC[C@@H](F)O1.O=C1OC[C@@H](F)O1", "total_energy_ha": -1766.88133, "mol_weight_g_mol": 424.2, "elements": ["C", "C", "O", "C", "O", "O", "F", "H", "H", "H", "C", "C", "O", "C", "O", "O", "F", "H", "H", "H", "C", "C", "O", "C", "O", "O", "F", "H", "H", "H", "C", "C", "O", "C", "O", "O", "F", "H", "H", "H"], "coordinates": [[-4.62513, 0.23002, 1.81191], [-5.63142, 1.01266, 0.99214], [-4.93786, 1.28136, -0.20419], [-3.89241, 0.43185, -0.32146], [-3.16694, 0.35195, -1.25360], [-3.78804, -0.34765, 0.78593], [-5.96776, 2.18687, 1.58275], [-5.09760, -0.55447, 2.39512], [-3.97756, 0.85548, 2.42240], [-6.55135, 0.48063, 0.75631], [4.73973, -1.69727, -3.31162], [5.64647, -0.58663, -2.81336], [5.35927, 0.46693, -3.69316], [4.78984, -0.04112, -4.82704], [4.57593, 0.57835, -5.80818], [4.53106, -1.36482, -4.66382], [6.96680, -0.92244, -2.95589], [3.82043, -1.68422, -2.71929], [5.19014, -2.68015, -3.19651], [5.46356, -0.24649, -1.79867], [-0.52440, 1.59042, 4.26962], [-0.31408, 1.09483, 2.84579], [0.69202, 1.89916, 2.34331], [1.00118, 2.89311, 3.22647], [1.79400, 3.74520, 3.04417], [0.28923, 2.74066, 4.36803], [-1.47748, 1.29340, 2.11177], [-0.27316, 0.84160, 5.02447], [-1.57312, 1.82867, 4.45367], [-0.04806, 0.04830, 2.72734], [-1.08293, -2.12798, -0.92549], [-0.36151, -1.37255, 0.17581], [0.68697, -0.73593, -0.46527], [0.70894, -1.06694, -1.79217], [1.48164, -0.62975, -2.57395], [-0.25686, -1.96150, -2.06408], [0.16395, -2.22997, 1.12765], [-2.07639, -1.72392, -1.10535], [-1.24769, -3.17814, -0.67979], [-1.02938, -0.69950, 0.70822]], "forces_ev_per_a": [[0.252, -0.484, -0.296], [0.031, 0.324, 0.071], [0.027, -0.007, -0.161], [0.158, -0.148, 0.191], [-0.038, 0.061, -0.149], [-0.288, 0.173, 0.181], [0.095, -0.018, 0.005], [0.157, -0.086, 0.011], [-0.291, 0.240, 0.133], [-0.069, -0.034, 0.043], [0.156, -0.183, 1.062], [-0.258, 0.193, -0.293], [-0.010, -0.158, 0.039], [0.072, -0.268, -0.106], [-0.043, 0.108, -0.088], [-0.197, 0.280, -0.143], [0.103, -0.023, 0.126], [-0.199, 0.104, -0.402], [0.162, 0.037, -0.294], [0.150, -0.061, 0.081], [-0.499, -0.539, 0.392], [-0.286, 0.036, 0.048], [0.056, -0.052, -0.158], [0.070, 0.229, 0.400], [0.065, 0.034, -0.220], [-0.055, -0.092, -0.074], [0.148, 0.011, -0.016], [0.444, 0.128, -0.107], [0.055, 0.278, -0.244], [0.025, -0.051, 0.021], [-0.697, -0.377, 0.250], [-0.417, -0.534, 0.184], [-0.091, 0.435, 0.006], [-0.054, -0.204, -0.098], [0.189, -0.033, 0.049], [0.084, 0.029, -0.091], [0.019, 0.024, -0.080], [0.169, 0.360, -0.191], [0.538, -0.049, -0.052], [0.265, 0.316, -0.031]]}


{"formula": "C14H76N2O31", "method": "ωB97M-V with the def2-TZVPD basis set", "largest_force_ev_per_a": 6.31, "spin_multiplicity": 1, "charge": 0, "total_energy_ha": -3020.39898, "mol_weight_g_mol": 768.7, "elements": ["C", "C", "O", "C", "C", "O", "C", "C", "O", "C", "C", "N", "C", "O", "O", "C", "C", "C", "C", "C", "N", "H", "H", "H", "H", "H", "H", "H", "H", "H", "H", "H", "H", "H", "H", "H", "H", "H", "H", "H", "H", "H", "H", "H", "H", "O", "H", "H", "O", "H", "H", "O", "H", "H", "O", "H", "H", "O", "H", "H", "O", "H", "H", "O", "H", "H", "O", "H", "H", "O", "H", "H", "O", "H", "H", "O", "H", "H", "O", "H", "H", "O", "H", "H", "O", "H", "H", "O", "H", "H", "O", "H", "H", "O", "H", "H", "O", "H", "H", "O", "H", "H", "O", "H", "H", "O", "H", "H", "O", "H", "H", "O", "H", "H", "O", "H", "H", "O", "H", "H", "O", "H", "H"], "coordinates": [[-1.90471, 4.76189, -0.70386], [-1.85838, 3.51020, 0.40398], [-3.09383, 2.73070, 0.22256], [-2.96834, 1.37194, 0.78661], [-3.87030, 0.23200, -0.00045], [-2.94260, -0.80671, -0.47471], [-3.50256, -1.56364, -1.61259], [-2.24855, -2.27203, -2.39972], [-1.16028, -2.57800, -1.45854], [-0.54721, -3.89039, -1.71446], [-1.43495, -5.18082, -1.23113], [-1.96267, -5.88053, -2.50012], [0.84855, -3.92455, -0.79731], [0.98941, -2.64111, -0.03980], [1.84303, -1.87013, -0.65535], [-1.73373, -1.40076, -3.73580], [-1.93399, 0.20654, -3.59664], [-1.47911, 1.10149, -4.93622], [-0.91068, 0.10953, -6.14425], [-0.75209, -1.50756, -6.06151], [-1.17796, -2.23858, -4.83310], [-2.75720, 5.49080, -0.34339], [-0.85668, 5.29805, -0.81066], [-2.20269, 4.28622, -1.73356], [-0.87369, 2.91396, 0.14844], [-1.71403, 3.97201, 1.46984], [-1.83283, 1.03430, 0.72583], [-3.24448, 1.36236, 1.93094], [-4.53696, 0.66630, -0.86814], [-4.58802, -0.24027, 0.81610], [-4.19231, -0.93785, -2.32210], [-4.15129, -2.44684, -1.15527], [-2.68138, -3.28710, -2.85546], [-0.21982, -3.90634, -2.84253], [-0.84342, -6.00372, -0.64527], [-2.38240, -4.76646, -0.67945], [-1.86411, -5.24979, -3.33481], [-1.35350, -6.70732, -2.72269], [0.81632, -4.76688, 0.03673], [1.79033, -4.16941, -1.46193], [1.25367, -1.26352, -1.22394], [-2.36474, 0.76273, -2.64357], [-1.58724, 2.26291, -5.01703], [-0.58708, 0.63058, -7.16205], [-0.29639, -2.09769, -6.99234], [-0.12600, 1.30813, 2.04504], [-0.31950, 0.57543, 2.64892], [0.43439, 0.90775, 1.36340], [-0.96397, 5.44536, 2.82333], [-0.06985, 5.22882, 3.12766], [-1.54227, 5.00578, 3.46467], [1.30448, 4.63534, 4.31630], [1.76291, 3.80292, 4.12691], [1.77356, 4.99090, 5.08606], [-2.72516, 3.83342, -6.30880], [-3.30680, 3.41340, -6.96013], [-3.27528, 3.90259, -5.51408], [1.99589, -3.56248, -4.43781], [1.03707, -3.51724, -4.57036], [2.28089, -2.63700, -4.47320], [-2.51560, 4.78692, 5.42438], [-3.47442, 4.83216, 5.29184], [-2.23060, 5.71240, 5.38900], [3.68966, 5.54121, 3.26941], [2.73084, 5.58645, 3.13686], [3.97466, 6.46668, 3.23403], [-0.06652, 3.13939, -2.35254], [-0.57686, 2.45601, -2.81243], [0.33160, 2.67010, -1.60403], [2.55476, 5.85206, 7.07231], [2.37923, 5.04402, 7.57748], [2.57155, 6.54946, 7.74488], [-3.19917, -7.50286, 0.79550], [-3.11446, -7.24921, -0.13587], [-2.62765, -8.28092, 0.87900], [3.94070, -4.81287, -0.01143], [3.24177, -4.15220, -0.12959], [3.73322, -5.22293, 0.84168], [-3.57986, 3.91930, 8.32785], [-3.60598, 4.83925, 8.63112], [-3.08965, 3.96199, 7.49307], [2.17068, 5.19068, -0.13686], [1.58904, 4.77066, -0.78820], [1.62056, 5.25985, 0.65785], [-0.13823, 7.59772, 6.83339], [-0.09271, 8.46375, 7.26567], [0.78648, 7.31246, 6.78306], [3.55698, 2.17733, 4.80973], [3.81062, 1.37383, 4.33120], [4.02570, 2.88544, 4.34295], [1.36971, -1.12304, 2.72018], [1.06219, -1.57781, 1.92170], [1.13352, -1.72782, 3.43951], [2.69105, -0.18724, -5.76617], [1.73223, -0.14200, -5.89872], [2.97605, 0.73824, -5.80155], [2.75899, -6.62632, -4.52272], [2.73287, -5.70638, -4.21945], [3.24920, -6.58364, -5.35750], [-0.09646, 7.53284, -0.59034], [-0.05094, 8.39888, -0.15806], [0.82825, 7.24758, -0.64066], [4.23563, 6.05080, -2.10352], [5.03859, 5.94664, -1.57122], [3.52986, 5.71554, -1.53039], [5.16765, -6.88279, -2.35892], [4.58601, -7.30280, -3.01025], [4.61753, -6.81361, -1.56420], [6.63261, -3.58565, 0.51000], [6.05097, -4.00566, -0.14133], [6.08249, -3.51648, 1.30472], [-2.65081, -8.95083, -2.76577], [-2.67693, -8.03088, -2.46249], [-2.16059, -8.90814, -3.60055], [-2.95237, -11.71171, -4.21085], [-3.12790, -12.51975, -3.70567], [-2.93558, -11.01431, -3.53828], [-0.51137, -7.32362, 2.41379], [-1.21030, -6.66295, 2.29563], [-0.71885, -7.73368, 3.26690], [2.97790, 7.94611, 9.60342], [3.78087, 7.84195, 10.13572], [2.27213, 7.61084, 10.17655]], "forces_ev_per_a": [[-0.687, -0.922, 0.649], [1.101, 1.764, -1.049], [1.597, -1.312, 0.711], [0.721, -0.693, 0.092], [-0.368, 0.612, 1.281], [-1.865, 0.779, -1.801], [0.403, -1.283, 0.889], [-0.752, -0.523, -1.537], [-0.897, -1.085, -1.402], [1.759, -0.130, 1.007], [-0.702, 0.523, -1.852], [1.155, -0.292, -0.007], [-0.378, -0.538, 0.381], [-2.624, -5.124, 1.458], [1.780, 4.486, -3.485], [0.266, 1.433, -0.124], [1.957, -0.754, -4.557], [0.179, -6.251, 0.814], [-0.505, -0.530, 1.782], [-1.556, 3.190, 2.878], [-0.348, 5.518, -0.539], [1.919, -1.220, -0.859], [-2.477, -1.072, 0.396], [0.585, 1.069, 2.004], [-2.136, 0.651, 0.597], [-0.528, -1.156, -2.030], [-2.566, 0.615, 0.040], [0.376, 0.160, -2.166], [1.462, -0.651, 1.607], [1.286, 0.811, -1.782], [1.496, -1.005, 1.270], [1.187, 1.741, -1.027], [0.901, 2.200, 0.930], [-0.870, -0.390, 2.132], [-1.110, 1.977, -0.798], [2.034, -0.855, -0.597], [-0.218, -0.853, 1.199], [-0.482, 1.365, 0.307], [-0.241, 1.823, -1.714], [-1.893, 0.950, 1.193], [1.237, -1.086, 0.890], [0.959, -1.629, -2.062], [0.308, -2.490, -0.118], [-0.770, -1.240, 2.411], [-1.193, 1.335, 2.447], [0.112, -0.125, -0.085], [0.350, 0.163, -0.168], [-0.051, 0.052, 0.452], [-0.064, 0.119, 0.043], [-0.218, -0.031, 0.278], [0.232, 0.004, -0.045], [0.231, -0.203, 0.034], [-0.167, -0.063, 0.128], [-0.091, 0.105, -0.060], [-0.381, -0.233, 0.134], [0.211, 0.148, 0.164], [0.125, 0.132, -0.249], [-0.289, 0.182, 0.067], [0.182, 0.032, -0.064], [0.096, -0.194, -0.026], [-0.360, 0.246, -0.060], [0.234, -0.053, -0.032], [0.107, -0.135, 0.150], [0.048, 0.510, -0.224], [0.153, -0.145, 0.256], [0.044, -0.379, 0.010], [0.290, -0.494, -0.045], [0.236, 0.170, 0.138], [-0.183, 0.085, -0.266], [-0.260, -0.077, 0.230], [0.043, 0.204, -0.186], [0.288, -0.052, 0.023], [0.294, -0.075, -0.294], [-0.132, -0.053, 0.274], [-0.131, 0.218, 0.020], [-0.371, -0.071, 0.299], [0.338, -0.058, 0.034], [0.119, 0.093, -0.242], [0.054, 0.372, -0.094], [0.023, -0.365, -0.101], [0.011, 0.038, 0.124], [-0.468, -0.102, -0.072], [0.026, 0.069, 0.112], [0.156, -0.008, -0.192], [0.281, 0.318, 0.252], [-0.090, -0.274, -0.198], [-0.264, -0.155, -0.119], [0.163, 0.084, -0.389], [-0.186, 0.224, 0.153], [-0.028, -0.085, 0.149], [-0.294, -0.377, 0.144], [0.166, -0.078, 0.021], [0.131, 0.216, -0.219], [-0.278, 0.251, -0.032], [0.185, 0.008, 0.063], [-0.014, -0.329, 0.063], [0.196, 0.088, -0.141], [0.010, -0.023, -0.139], [-0.199, 0.004, 0.296], [0.427, 0.344, 0.172], [-0.085, -0.309, -0.147], [-0.174, 0.043, -0.041], [0.183, -0.126, 0.252], [-0.323, 0.032, -0.218], [0.221, 0.167, 0.032], [-0.346, -0.222, 0.118], [0.062, 0.224, 0.088], [0.211, 0.142, -0.246], [-0.203, -0.023, 0.165], [0.056, 0.076, 0.253], [0.194, -0.028, -0.399], [0.326, 0.092, -0.186], [-0.290, -0.116, -0.164], [-0.158, -0.026, 0.199], [-0.026, -0.117, 0.427], [0.079, 0.288, -0.241], [-0.108, -0.116, -0.104], [-0.250, 0.097, 0.278], [0.071, -0.255, -0.057], [0.124, 0.126, -0.292], [-0.094, -0.331, 0.284], [-0.197, 0.056, -0.254], [0.178, 0.170, -0.150]]}